1.
50
Properties=species:S:1:pos:R:3 method="wB97M-V/def2-TZVPD" homo_energy_ev=-8.62 mol_weight_g_mol=448.522 max_force_ev_per_a=19.93 lumo_ev=-0.74 homo_lumo_gap_ev=7.8756
O -2.161 -0.048 -1.477
C -2.334 -1.233 -1.711
O -1.449 -2.083 -1.866
H -0.544 -1.864 -1.806
C -3.891 -1.925 -1.847
H -3.997 -2.713 -2.289
H -4.674 -1.113 -1.931
C -4.376 -2.124 -0.394
H -5.054 -2.997 -0.435
C -5.097 -1.101 0.456
C -4.441 0.458 0.689
H -5.195 1.131 0.856
C -3.248 0.002 1.620
N -1.970 0.682 1.209
C -1.033 -0.300 0.769
N 0.017 -0.010 0.383
C 0.253 1.109 -0.231
C -0.774 2.181 0.093
C -1.805 2.072 0.723
O -2.802 2.785 1.241
S -0.420 3.731 -0.843
C 0.918 3.149 -1.301
C 1.233 1.864 -1.074
H 1.985 1.195 -1.315
H 1.647 3.834 -2.333
S -1.006 -1.901 1.432
C 0.518 -2.533 0.717
H 0.417 -3.099 0.105
C 0.914 -1.245 -0.135
O 0.807 -1.446 -1.418
C 2.425 -0.718 0.091
C 2.699 -0.286 1.240
C 4.074 0.093 1.689
C 5.035 -0.330 0.736
C 4.702 -0.848 -0.474
C 3.465 -0.887 -0.739
H 3.177 -1.520 -1.899
O 5.773 -0.995 -1.078
H 5.412 -1.371 -2.135
O 6.226 0.233 1.156
H 6.975 -0.226 0.468
H 4.166 0.573 2.853
H 1.859 -0.094 2.120
H 1.165 -2.662 1.556
H -3.593 0.929 2.484
H -3.007 -0.892 2.115
H -3.856 0.455 -0.235
H -5.906 -0.980 -0.072
H -5.428 -1.354 1.331
H -3.609 -2.374 0.358


2.
21
Properties=species:S:1:pos:R:3 method="wB97M-V/def2-TZVPD" smiles="C1=C/N[C@H]2C[C@@H](CN/1)C2" homo_energy_ev=-8.26 mol_weight_g_mol=124.187 max_force_ev_per_a=7.06 lumo_ev=0.89 homo_lumo_gap_ev=9.1549
C 1.282 1.215 0.329
C 0.231 1.486 -0.459
N -1.217 1.614 -0.187
C -1.703 0.190 0.153
C -0.806 -0.691 1.173
C 0.004 -1.457 -0.028
C 1.490 -1.131 -0.206
N 2.118 0.196 -0.120
C -1.375 -0.943 -0.858
H 1.029 1.467 1.337
H 0.484 1.293 -1.588
H -1.436 2.143 0.619
H -2.738 0.152 0.429
H -1.354 -1.616 1.501
H -0.415 -0.054 1.939
H 0.038 -2.427 0.244
H 1.745 -1.553 -1.213
H 1.837 -1.844 0.537
H 2.998 0.354 0.528
H -1.974 -1.938 -0.829
H -1.260 -0.662 -1.974


3.
9
Properties=species:S:1:pos:R:3 method="wB97M-V/def2-TZVPD" charge=+1 homo_energy_ev=-14.77 mol_weight_g_mol=66.993 max_force_ev_per_a=2.70 lumo_ev=-5.27 homo_lumo_gap_ev=9.5030
C -0.753 -0.505 0.283
C -1.849 0.252 -0.099
O 0.281 0.025 -0.431
H -0.582 -1.552 0.524
H -2.737 -0.346 -0.321
H -2.051 1.141 0.508
H -0.493 0.922 -0.844
Li 2.817 -0.726 -0.519
O 1.461 0.177 0.344


4.
70
Properties=species:S:1:pos:R:3 method="wB97M-V/def2-TZVPD" charge=+1 homo_energy_ev="-11.00 / -11.07" mol_weight_g_mol=742.676 multiplicity=2 max_force_ev_per_a=2.10 lumo_ev="-4.49 / -4.05" homo_lumo_gap_ev="6.5100 / 7.0164"
Re 0.320 -0.053 -0.242
C 0.606 -1.922 -2.816
N 1.308 -0.806 -2.123
C 2.706 -1.266 -1.848
C 2.968 -1.947 -0.491
C 1.817 -2.672 0.209
N 0.940 -1.696 0.864
C 0.721 -1.844 2.130
C -0.019 -1.001 3.010
C -0.140 -1.424 4.345
C -0.894 -0.727 5.255
C -1.560 0.432 4.840
C -1.457 0.875 3.542
C -0.687 0.177 2.601
O -0.642 0.660 1.369
C 1.386 0.338 -3.082
C 0.047 0.919 -3.536
C -0.753 1.714 -2.470
N -0.033 1.759 -1.200
C 0.358 2.907 -0.762
C 1.296 3.133 0.292
C 1.527 4.456 0.716
C 2.533 4.754 1.596
C 3.373 3.728 2.049
C 3.187 2.432 1.634
C 2.131 2.098 0.771
O 1.990 0.830 0.417
H 1.072 -2.084 -3.791
H -0.444 -1.707 -2.947
H 0.683 -2.837 -2.241
H 3.361 -0.397 -1.898
H 2.994 -1.935 -2.663
H 3.325 -1.193 0.210
H 3.785 -2.654 -0.639
H 2.242 -3.345 0.956
H 1.218 -3.283 -0.463
H 1.155 -2.720 2.611
H 0.364 -2.335 4.648
H -0.975 -1.070 6.276
H -2.164 0.987 5.545
H -1.971 1.767 3.210
H 1.921 -0.006 -3.974
H 1.990 1.117 -2.617
H -0.590 0.138 -3.945
H 0.286 1.592 -4.360
H -1.713 1.239 -2.306
H -0.937 2.729 -2.825
H 0.009 3.797 -1.285
H 0.886 5.242 0.333
H 2.692 5.771 1.925
H 4.184 3.958 2.728
H 3.833 1.633 1.974
C -5.245 -0.334 -0.230
C -3.781 -0.445 0.150
O -3.274 0.845 0.418
P -3.494 -1.603 1.558
O -4.281 -0.921 2.756
O -4.327 -2.914 1.263
O -2.054 -1.811 1.792
P -2.824 -1.281 -1.204
O -3.206 -0.519 -2.573
O -3.135 -2.723 -1.278
O -1.353 -0.880 -1.015
H -5.820 0.028 0.622
H -5.638 -1.304 -0.534
H -5.350 0.379 -1.047
H -2.351 0.798 0.712
H -4.056 -1.310 3.613
H -3.946 -3.364 0.482
H -3.930 -0.970 -3.029


5.
50
Properties=species:S:1:pos:R:3 method="wB97M-V/def2-TZVPD" smiles="CCCOc1ccc(N2C(=O)C[C@@H](S/C(=N/CC)NCC)C2=O)cc1" homo_energy_ev=-8.30 mol_weight_g_mol=363.483 max_force_ev_per_a=0.78 lumo_ev=0.68 homo_lumo_gap_ev=8.9821
C -7.580 -1.360 1.001
C -6.599 -2.030 0.047
C -6.389 -1.189 -1.216
O -5.833 0.081 -0.943
C -4.518 0.194 -0.626
C -4.103 1.472 -0.243
C -2.788 1.721 0.083
C -1.861 0.687 0.042
N -0.505 0.929 0.389
C -0.126 1.644 1.513
O -0.879 2.143 2.305
C 1.389 1.672 1.554
C 1.833 0.874 0.341
S 2.793 -0.622 0.757
C 4.273 -0.308 -0.196
N 4.351 0.819 -0.763
C 5.451 1.206 -1.605
C 5.328 0.611 -3.007
N 5.149 -1.341 -0.238
C 5.120 -2.484 0.644
C 5.772 -2.204 1.996
C 0.561 0.461 -0.363
O 0.468 -0.156 -1.389
C -2.260 -0.585 -0.337
C -3.578 -0.832 -0.673
H -7.226 -0.366 1.262
H -7.683 -1.942 1.913
H -8.560 -1.265 0.537
H -5.643 -2.169 0.554
H -6.974 -3.010 -0.252
H -7.357 -0.966 -1.673
H -5.779 -1.732 -1.948
H -4.838 2.260 -0.216
H -2.482 2.711 0.380
H 1.734 2.706 1.526
H 1.730 1.235 2.494
H 2.523 1.399 -0.335
H 5.413 2.298 -1.668
H 6.423 0.926 -1.166
H 5.364 -0.476 -2.968
H 6.137 0.971 -3.638
H 4.378 0.904 -3.447
H 6.061 -1.101 -0.603
H 4.076 -2.771 0.787
H 5.638 -3.304 0.138
H 6.814 -1.917 1.867
H 5.732 -3.093 2.619
H 5.247 -1.399 2.504
H -1.539 -1.386 -0.375
H -3.854 -1.832 -0.970


6.
53
Properties=species:S:1:pos:R:3 method="wB97M-V/def2-TZVPD" homo_energy_ev=-7.05 mol_weight_g_mol=653.536 max_force_ev_per_a=1.19 lumo_ev=-0.87 homo_lumo_gap_ev=6.1850
Au -0.601 -0.125 0.071
S -2.417 3.587 -1.852
C -0.886 3.435 -2.666
C -0.329 4.257 -3.641
C 0.910 3.911 -4.141
C 1.582 2.768 -3.686
C 1.037 1.953 -2.716
C -0.215 2.299 -2.206
N -0.928 1.599 -1.243
C -2.079 2.146 -0.963
C -2.968 1.525 0.022
C -4.218 2.046 0.342
C -4.996 1.417 1.299
C -4.516 0.278 1.932
C -3.269 -0.247 1.607
C -2.478 0.362 0.643
H -0.853 5.134 -3.998
H 1.370 4.535 -4.896
H 2.547 2.517 -4.106
H 1.557 1.078 -2.344
H -4.578 2.943 -0.150
H -5.970 1.815 1.552
H -5.119 -0.210 2.688
H -2.922 -1.145 2.099
C 1.901 -3.686 1.696
Si 0.279 -2.982 2.283
C 0.580 -1.467 3.322
C -0.696 -4.270 3.216
Se -1.003 -2.448 0.456
H 2.432 -4.181 2.515
H 2.538 -2.890 1.300
H 1.748 -4.417 0.900
H 1.078 -1.735 4.258
H -0.352 -0.951 3.565
H 1.224 -0.777 2.780
H -0.092 -4.679 4.031
H -0.985 -5.096 2.562
H -1.609 -3.846 3.640
C 1.970 1.490 1.159
C 2.333 0.475 0.120
C 3.564 0.179 -0.418
C 3.352 -0.826 -1.398
C 2.002 -1.106 -1.413
C 1.265 -2.063 -2.293
N 1.378 -0.320 -0.475
H 2.869 1.954 1.562
H 1.417 1.051 1.991
H 1.343 2.289 0.746
H 4.498 0.645 -0.141
H 4.091 -1.288 -2.036
H 1.954 -2.513 -3.007
H 0.463 -1.566 -2.849
H 0.793 -2.858 -1.717